(1)
110
Properties=species:S:1:pos:R:3 method="wB97M-V/def2-TZVPD" e_lumo_ev=-2.445 multiplicity=1 homo_ha=-0.272 energy_ev=-69189.16330 charge=0 e_above_lowest_kcal_mol=23.7 largest_force_ev_per_a=3.26
C 2.735 1.879 -3.798
H -2.643 -1.630 0.934
C -3.879 3.003 4.197
H 0.361 -5.623 -0.918
O -3.582 0.297 1.775
C -1.926 2.883 5.689
C 0.610 3.079 -4.260
N 1.135 0.940 -1.195
H 0.669 -2.200 -3.110
C -2.162 1.249 3.809
C -3.341 1.909 3.400
H -2.513 1.617 0.197
H 3.974 0.109 -3.923
C -3.144 3.495 5.286
C 3.286 -3.958 -1.684
H -1.288 3.870 -4.919
H 4.788 2.414 -3.341
C -1.313 3.185 -2.872
C -1.119 3.167 -0.443
H 2.325 -2.467 -3.731
C 0.388 -0.150 -0.758
C 0.524 -4.030 2.019
C 0.950 -2.451 0.216
C -0.280 2.760 0.749
C -1.594 -2.124 -2.245
C 0.670 2.008 -2.066
H -1.862 0.300 3.384
H -0.928 -1.437 4.376
H -2.848 -5.201 -1.489
C -1.000 -0.234 -0.698
H -0.278 5.167 -0.595
C 2.929 2.041 -5.315
C 3.774 2.767 -3.110
C 0.350 -5.070 1.130
N 1.250 -1.098 -0.230
H -1.753 -1.757 2.824
H 1.618 -2.752 4.182
N -0.639 1.078 5.858
H 3.651 2.798 -2.023
H 3.216 1.377 -0.942
C -2.535 2.592 -0.295
O -4.823 2.102 1.580
O -5.161 4.385 5.248
H -1.947 5.052 -1.194
H -3.049 2.449 -1.254
C -0.734 3.406 -4.105
C -0.886 -2.018 3.446
H 3.327 -0.992 -0.624
C -2.379 -2.195 0.042
H 1.190 0.136 1.816
H -3.171 3.242 0.321
C 1.816 -3.659 -2.011
H -1.917 -3.905 -3.414
H -0.178 1.674 0.751
O -0.031 0.014 5.820
C 1.044 -3.582 -0.661
H 3.862 1.556 -5.629
H -1.220 -1.520 -3.078
H 2.888 -0.615 1.043
C 1.603 -1.781 3.679
H -2.347 3.492 -2.708
C 2.369 0.957 -0.395
H -3.196 -4.064 0.711
C 0.424 -1.685 2.708
H 1.095 3.420 -5.175
H 3.892 -3.990 -2.600
H 2.215 1.583 0.499
H 2.114 1.565 -5.870
H 1.519 -1.000 4.441
H 0.716 3.218 0.725
C 1.282 -4.767 -2.928
H 2.548 -1.651 3.139
C 1.303 2.300 -3.335
H 0.201 -4.653 -3.077
C 2.570 -0.488 -0.001
C 2.986 0.407 -3.545
O -3.878 5.021 7.011
H 0.059 0.374 3.134
H 1.764 -4.695 -3.913
C 1.708 -2.392 -2.822
H 2.230 -0.193 -4.063
H 2.051 -1.543 -2.242
C -2.010 -3.441 -2.429
H -1.630 5.025 0.548
C -2.751 -3.524 -0.126
H 3.002 3.092 -5.613
O -0.539 1.879 7.009
H -0.785 3.051 1.683
N -5.127 3.556 4.159
N -1.330 2.993 6.919
C 0.634 -2.705 1.570
H -0.978 -3.079 3.704
C 0.551 -4.810 -0.218
C -1.252 4.696 -0.428
H 3.704 -3.197 -1.013
C -0.540 2.710 -1.799
H 3.675 3.797 -3.475
H 0.495 -4.235 3.093
C -1.516 1.721 4.976
C 0.281 -0.254 2.267
N -3.985 1.420 2.197
H 3.365 -4.931 -1.183
C -2.559 -4.156 -1.357
H 0.076 -6.068 1.476
H 2.955 0.173 -2.484
N -3.967 4.343 6.002
H -0.548 -0.173 1.559
C -1.644 -1.530 -0.960
H -1.510 0.642 -1.080
H 1.498 -5.766 -2.536


(2)
79
Properties=species:S:1:pos:R:3 method="wB97M-V/def2-TZVPD" s2=8.754 e_lumo_ev="4.152 / 4.151" multiplicity=6 homo_ha="-0.053 / -0.077" energy_ev=-116382.06157 charge=-2 e_above_lowest_kcal_mol=16.5 largest_force_ev_per_a=1.39
B -0.022 2.206 -0.324
C 2.084 -3.308 1.459
C 1.830 1.495 3.991
O 1.793 -1.218 4.413
H 1.502 3.598 4.008
O 0.372 -0.436 2.418
H -4.368 -1.724 -2.882
C -0.697 -1.418 -4.160
H 1.971 1.227 -2.148
C -1.231 -5.489 -1.732
C 1.025 -3.579 0.452
H 1.566 1.975 -3.707
N 2.727 -0.704 -0.569
H -2.624 -2.086 -4.809
H -0.951 -6.513 -1.486
P 0.900 -0.082 3.750
C 1.850 1.046 -3.218
H 2.121 -4.095 2.214
H 2.670 -1.110 4.007
N -2.316 -1.469 -0.917
C 0.907 2.688 3.923
H -4.953 -0.121 0.405
H 0.218 7.716 -1.272
C 0.793 0.016 -3.381
H -0.206 5.421 2.323
C -2.541 0.770 1.876
C -3.658 -1.324 -0.910
H -2.191 -3.072 -2.477
S 5.196 -1.229 0.604
H -5.615 -1.704 -1.626
C -4.593 -2.001 -1.854
C -0.129 5.465 1.246
H -1.379 -2.033 -6.067
H 3.427 1.243 5.014
C 0.143 5.594 -1.570
H -1.485 1.020 1.925
Mn 0.710 -0.110 0.068
C -3.976 -0.465 0.121
B -1.478 -2.359 -1.853
H -2.288 -5.350 -1.507
H -0.009 7.601 1.163
H 4.284 -0.227 2.260
H -2.858 0.271 2.797
H 2.793 0.700 -3.637
C -0.401 -4.534 -0.939
C 0.586 -4.826 -0.019
O -0.320 -0.042 4.811
N 0.346 -2.615 -0.149
H 0.180 2.662 4.738
N 0.235 -0.593 -2.344
C 0.119 6.748 -0.793
H -1.091 -5.334 -2.801
O 0.084 3.141 -1.412
H 0.932 -5.800 0.274
P 3.035 1.517 2.574
O -0.203 3.031 0.842
C -0.107 4.316 0.481
O 2.271 1.326 1.315
C -1.571 -2.266 -5.021
O 4.023 2.606 2.733
N -0.666 -1.465 -2.811
H 0.460 -0.190 -5.574
H 0.404 2.686 2.956
C 0.047 4.381 -0.919
H -3.125 1.684 1.765
H -4.517 -3.084 -1.770
C 3.764 -0.895 -0.069
O 3.745 0.065 3.027
C 0.229 -0.476 -4.566
N -1.764 -0.731 0.056
C -0.006 6.683 0.585
H -1.372 -3.324 -4.855
H -1.062 0.343 4.341
C -2.749 -0.123 0.703
O 2.503 1.427 5.230
H 0.262 5.642 -2.644
H 3.058 -3.244 0.975
N -0.518 -3.189 -0.994
H 1.873 -2.353 1.935


(3)
9
Properties=species:S:1:pos:R:3 method="wB97M-V/def2-TZVPD" e_lumo_ev=0.719 multiplicity=1 homo_ha=-0.324 energy_ev=-6153.78127 charge=0 e_above_lowest_kcal_mol=48.9 largest_force_ev_per_a=8.44
C 0.313 -1.076 0.043
H 1.380 1.690 0.323
C -0.932 -0.586 -0.004
C 0.753 0.860 -0.058
N 1.360 -0.298 -0.073
N -0.595 0.720 -0.112
H 0.739 -2.088 -0.191
H -1.188 1.741 0.054
H -1.829 -0.961 0.018


(4)
21
Properties=species:S:1:pos:R:3 method="wB97M-V/def2-TZVPD" e_lumo_ev=-3.718 multiplicity=1 homo_ha=-0.465 energy_ev=-35224.08472 charge=+1 largest_force_ev_per_a=5.20
C 1.207 0.417 -3.472
C -0.561 -1.568 -1.177
C -0.424 0.122 2.318
C 0.715 0.566 -1.123
H 0.967 1.673 0.538
H 1.229 1.431 2.786
C -0.280 0.111 1.011
N 0.524 -0.572 -3.068
H 1.530 0.540 -4.486
H -2.048 -1.657 0.452
C 0.430 0.883 3.277
H 0.087 -2.279 -0.655
S 1.586 1.584 -2.224
C -1.551 -0.973 -0.221
N 0.245 -0.519 -1.770
H -1.212 -0.472 2.754
N 0.552 0.821 0.169
H -1.050 -2.086 -2.009
H 0.868 0.195 3.999
Cl -2.618 0.204 -0.934
H -0.195 1.581 3.835